DFT (the ωB97M-V functional and the def2-TZVPD basis) results for a structure of composition C36H48GeIN5O9PTc.

CARTESIAN COORDINATES (ANGSTROEM)
Tc: 0.489 0.456 -0.036
C: -1.106 -1.888 3.183
C: 0.026 -1.180 2.455
C: 1.218 -0.933 3.360
O: -0.483 0.105 1.922
C: 0.424 -2.038 1.250
O: 0.958 -3.089 1.370
O: 0.013 -1.531 0.024
H: -1.382 -1.327 4.077
H: -0.773 -2.884 3.478
H: -1.983 -1.988 2.541
H: 0.882 -0.486 4.300
H: 1.952 -0.284 2.882
H: 1.699 -1.883 3.587
H: -0.263 0.796 2.565
C: -0.073 -2.591 -2.680
Ge: -1.139 -2.873 -1.114
C: -1.091 -4.512 -0.180
C: -2.153 -4.796 0.680
C: -2.154 -5.985 1.399
C: -1.100 -6.879 1.256
C: -0.045 -6.599 0.392
C: -0.035 -5.414 -0.323
C: -2.860 -2.065 -0.881
C: -3.119 -1.122 0.074
C: -4.438 -0.646 0.276
C: -5.466 -1.138 -0.473
C: -5.240 -2.144 -1.448
C: -6.303 -2.693 -2.210
C: -6.070 -3.669 -3.133
C: -4.755 -4.145 -3.345
C: -3.717 -3.634 -2.625
C: -3.925 -2.620 -1.653
H: 0.669 -3.383 -2.762
H: 0.427 -1.627 -2.595
H: -0.712 -2.591 -3.563
H: -2.984 -4.108 0.777
H: -2.977 -6.215 2.063
H: -1.102 -7.805 1.817
H: 0.770 -7.303 0.283
H: 0.794 -5.195 -0.986
H: -2.322 -0.711 0.681
H: -4.624 0.104 1.036
H: -6.477 -0.774 -0.325
H: -7.310 -2.327 -2.041
H: -6.891 -4.090 -3.699
H: -4.577 -4.921 -4.082
H: -2.715 -4.018 -2.804
C: 2.460 5.500 1.999
N: 2.181 4.104 1.636
C: 3.153 3.128 2.150
P: 0.743 3.638 1.059
O: 0.976 2.380 0.221
N: -0.296 3.289 2.288
C: -1.683 2.927 1.937
C: -0.176 3.959 3.593
N: 0.097 4.790 0.115
C: 0.764 5.104 -1.159
C: -0.738 5.873 0.642
H: 3.389 5.827 1.530
H: 2.566 5.608 3.080
H: 1.658 6.157 1.665
H: 4.148 3.376 1.774
H: 2.903 2.122 1.819
H: 3.186 3.149 3.244
H: -1.725 2.434 0.967
H: -2.331 3.807 1.909
H: -2.082 2.243 2.689
H: 0.854 4.254 3.780
H: -0.478 3.269 4.381
H: -0.815 4.843 3.658
H: 1.442 4.303 -1.445
H: 1.335 6.033 -1.081
H: 0.017 5.227 -1.944
H: -1.051 5.666 1.662
H: -1.630 5.990 0.026
H: -0.195 6.821 0.636
O: 1.912 0.459 -1.556
C: 2.821 0.100 -0.711
O: 2.412 -0.091 0.495
C: 4.222 -0.074 -1.096
C: 4.739 0.657 -2.163
C: 6.069 0.507 -2.509
C: 6.833 -0.393 -1.793
C: 6.338 -1.138 -0.742
C: 5.015 -0.963 -0.379
N: 8.264 -0.568 -2.171
O: 8.859 -1.486 -1.650
O: 8.732 0.236 -2.948
H: 4.103 1.342 -2.710
H: 6.519 1.064 -3.318
H: 6.985 -1.833 -0.228
H: 4.594 -1.521 0.448
N: -0.347 1.916 -2.827
C: -1.403 1.512 -2.138
O: -1.309 1.052 -0.967
C: -2.755 1.657 -2.757
I: -2.932 0.361 -4.445
H: 0.587 1.767 -2.469
H: -0.451 2.216 -3.783
H: -2.914 2.662 -3.139
H: -3.519 1.381 -2.042

Forces on atoms 1 to 6 (eV/Å):
0.1 0.2 0.2
-0.1 0.0 -0.1
0.0 0.1 0.0
0.0 0.1 0.0
0.1 -0.1 -0.1
-0.3 0.2 0.0

Calculated values
2S+1 = 3
net charge = +2
HOMO energy (spin up / spin down) = -12.743 / -12.742 eV
HOMO-LUMO gap (spin up / spin down) = 7.629 / 6.819 eV
LUMO energy (spin up / spin down) = -5.114 / -5.924 eV



DFT (the ωB97M-V functional and the def2-TZVPD basis) results for a cluster of 4 separate species, C36H48N4O10S2 in total at a distorted geometry.

CARTESIAN COORDINATES (ANGSTROEM)
C: -1.165 -7.211 0.654
C: -1.200 -6.847 -0.859
C: -1.586 -5.341 -1.017
C: -0.398 -4.483 -1.490
N: 0.206 -3.686 -0.381
C: 1.474 -4.326 0.020
C: 2.280 -3.519 1.025
C: 1.528 -3.200 2.325
C: 1.888 -4.126 3.494
C: 1.512 -3.581 4.857
C: 0.249 -2.653 4.981
O: -0.891 -3.374 5.386
C: -1.368 -3.044 6.681
C: -2.890 -3.273 6.666
C: 2.717 -2.865 5.528
O: 3.298 -3.920 6.299
C: 2.156 -4.436 6.882
O: 1.965 -4.637 7.978
O: 1.297 -4.610 5.850
C: 0.424 -2.370 -0.874
S: 1.460 -1.995 -2.086
S: -0.547 -1.150 -0.077
C: -0.205 0.394 -0.954
C: -0.570 1.627 -0.072
C: 0.693 2.472 0.176
H: -2.165 -7.512 0.961
H: -0.887 -6.303 1.192
H: -0.400 -7.950 0.894
H: -1.909 -7.497 -1.373
H: -0.229 -7.013 -1.327
H: -2.030 -4.957 -0.101
H: -2.372 -5.324 -1.777
H: -0.790 -3.780 -2.224
H: 0.339 -5.097 -2.013
H: 1.224 -5.321 0.394
H: 2.106 -4.469 -0.868
H: 3.166 -4.111 1.271
H: 2.640 -2.591 0.584
H: 1.788 -2.181 2.637
H: 0.443 -3.222 2.209
H: 2.970 -4.296 3.511
H: 1.447 -5.112 3.324
H: -0.008 -2.151 4.044
H: 0.504 -1.857 5.683
H: -0.902 -3.703 7.419
H: -1.218 -1.988 6.925
H: -3.307 -2.899 7.601
H: -3.058 -4.344 6.566
H: -3.285 -2.733 5.810
H: 2.460 -2.121 6.290
H: 3.379 -2.364 4.823
H: 0.846 0.476 -1.220
H: -0.765 0.458 -1.886
H: -0.976 1.251 0.857
H: -1.281 2.270 -0.588
H: 1.194 2.701 -0.763
H: 0.392 3.396 0.667
H: 1.366 1.916 0.832
C: 3.814 1.239 -5.337
C: 4.128 2.479 -5.878
C: 4.032 3.621 -5.097
C: 3.627 3.503 -3.778
C: 3.305 2.275 -3.231
C: 3.398 1.139 -4.017
N: 3.544 4.705 -2.936
O: 3.802 5.781 -3.455
O: 3.217 4.560 -1.775
H: 3.893 0.348 -5.947
H: 4.450 2.557 -6.908
H: 4.277 4.585 -5.520
H: 2.984 2.192 -2.202
H: 3.149 0.174 -3.595
C: -6.028 4.679 0.904
C: -5.950 3.450 0.262
C: -4.983 2.532 0.636
C: -4.105 2.856 1.655
C: -4.166 4.079 2.300
C: -5.134 4.994 1.919
N: -3.093 1.875 2.070
O: -3.050 0.816 1.468
O: -2.351 2.177 2.988
H: -6.788 5.393 0.613
H: -6.647 3.207 -0.529
H: -4.925 1.576 0.135
H: -3.473 4.326 3.091
H: -5.194 5.953 2.416
C: 0.860 7.530 -7.248
C: -0.517 7.533 -7.069
C: -1.085 6.804 -6.036
C: -0.260 6.084 -5.190
C: 1.111 6.067 -5.361
C: 1.673 6.795 -6.396
N: -0.852 5.324 -4.076
O: -2.065 5.341 -3.962
O: -0.093 4.725 -3.334
H: 1.301 8.105 -8.052
H: -1.149 8.106 -7.735
H: -2.157 6.808 -5.899
H: 1.746 5.501 -4.699
H: 2.746 6.792 -6.536

Forces on atoms 1 to 6 (eV/Å):
0.4 0.5 -0.8
-0.1 0.4 1.1
0.2 -1.3 -0.9
-1.4 0.4 0.4
0.3 -0.1 -0.5
0.4 0.1 -0.2

Calculated values
HOMO energy = -8.588 eV
HOMO-LUMO gap = 8.015 eV
LUMO energy = -0.572 eV
SMILES string = CCCCN(CCCC[C@]1(COCC)COC(=O)O1)C(=S)SCCC.O=[N+]([O-])c1ccccc1.O=[N+]([O-])c1ccccc1.O=[N+]([O-])c1ccccc1